Entry from the Open Molecules 2025 dataset: C22H45AlN2OP3 as an isolated structure (ωB97M-V/def2-TZVPD).

Its relative energy (zero: lowest compared OMol25 entry of this formula, charge and spin) is 71.4 kJ/mol. The value obtained for the total energy is -63008.006 eV. The total charge is +3. As for the spin multiplicity: 1. Its HOMO energy (alpha / beta) is -15.90 / -15.90 eV. The LUMO energy (alpha / beta) is -10.73 / -11.56 eV. The maximum force is 4.56 eV Å⁻¹. Its HOMO-LUMO gap (alpha / beta) is 5.17 / 4.34 eV. The calculation puts the molar mass at 473.52 g/mol.

Geometry (Å):
Al -0.9081 3.0717 -0.9906
P 2.5287 -1.1218 1.8440
P 1.3490 3.3096 -0.7577
P -0.7011 -3.5990 1.4469
H -0.7557 2.8673 -3.4732
C -1.5324 2.8132 -2.7049
C -2.0191 4.0660 -2.0759
H -1.6085 5.0234 -2.4192
C 3.9665 -2.2525 1.6401
C 3.4414 0.2645 2.6558
C 1.8153 -1.9004 3.3585
C 2.0108 4.5936 -1.8633
C 1.9218 3.8230 0.8911
C 2.3252 1.8187 -1.1435
C -2.1352 -3.2901 0.3340
C -1.4842 -4.8271 2.5688
C 0.2356 -4.7806 0.3818
H -2.2406 2.0053 -2.8790
H -3.0652 4.1430 -1.7556
H 4.5639 -2.2948 2.5588
H 4.5926 -1.8921 0.8131
H 3.5876 -3.2516 1.3928
H 4.2205 -0.1062 3.3343
H 2.7329 0.8864 3.2173
H 3.9045 0.8834 1.8761
H 2.0358 -2.9739 3.3688
H 0.7249 -1.7710 3.3271
H 2.2037 -1.4434 4.2788
H 2.7815 5.1694 -1.3348
H 1.2102 5.2761 -2.1738
H 2.4470 4.1326 -2.7575
H 2.8182 4.4474 0.7733
H 2.1621 2.9482 1.5121
H 1.1430 4.4154 1.3914
H 3.3677 1.9488 -0.8212
H 2.3015 1.6152 -2.2216
H 1.8941 0.9559 -0.6197
H -2.8683 -4.0997 0.4355
H -1.8044 -3.2048 -0.7088
H -2.6010 -2.3418 0.6356
H -2.2795 -5.3708 2.0443
H -1.9086 -4.2735 3.4161
H -0.7173 -5.5210 2.9351
H -0.4275 -5.2229 -0.3702
H 0.6840 -5.5637 1.0043
H 1.0278 -4.2156 -0.1209
C 0.1704 -1.3847 -2.4348
C 1.0864 -1.3936 -3.4984
C 0.5973 -1.2187 -4.7927
C -0.7607 -0.9581 -5.0065
C -1.6380 -0.8259 -3.9230
C -1.1764 -1.0789 -2.6270
O 0.5319 -1.7690 -1.1504
H 1.4025 -1.4753 -0.9606
H 2.1470 -1.5509 -3.2890
H 1.2883 -1.2593 -5.6385
H -1.1209 -0.8287 -6.0284
H -2.6750 -0.5259 -4.0580
H -1.8237 -1.0430 -1.7526
C -1.8599 1.2583 3.9000
C -2.1261 1.3784 2.4551
C -3.1850 0.9421 1.6681
C -2.9642 1.3922 0.3669
N -1.7917 2.0743 0.3630
N -1.3118 2.0533 1.6421
C -3.7866 1.1873 -0.8280
H -2.3667 2.0596 4.4596
H -2.2480 0.2999 4.2648
H -0.7868 1.3124 4.1293
H -4.0374 0.3702 2.0001
H -0.4233 2.4815 1.9017
H -3.3309 0.4725 -1.5283
H -4.7470 0.7496 -0.5153
H -4.0048 2.1204 -1.3636

Formally, the Löwdin partial charges of the atoms, in units of the elementary charge, are as follows: atom 1 (Al): 0.347, atom 2 (P): 0.775, atom 3 (P): 0.825, atom 4 (P): 1.073, atom 5 (H): 0.113, atom 6 (C): -0.109, atom 7 (C): -0.093, atom 8 (H): 0.109, atom 9 (C): -0.300, atom 10 (C): -0.317, atom 11 (C): -0.324, atom 12 (C): -0.186, atom 13 (C): -0.213, atom 14 (C): -0.208, atom 15 (C): -0.225, atom 16 (C): -0.217, atom 17 (C): -0.206, atom 18 (H): 0.078, atom 19 (H): 0.106, atom 20 (H): 0.059, atom 21 (H): 0.046, atom 22 (H): 0.033, atom 23 (H): 0.058, atom 24 (H): 0.027, atom 25 (H): 0.024, atom 26 (H): 0.040, atom 27 (H): -0.016, atom 28 (H): 0.055, atom 29 (H): 0.075, atom 30 (H): 0.059, atom 31 (H): 0.077, atom 32 (H): 0.077, atom 33 (H): 0.046, atom 34 (H): 0.061, atom 35 (H): 0.082, atom 36 (H): 0.067, atom 37 (H): 0.018, atom 38 (H): 0.073, atom 39 (H): 0.043, atom 40 (H): 0.038, atom 41 (H): 0.077, atom 42 (H): 0.059, atom 43 (H): 0.066, atom 44 (H): 0.084, atom 45 (H): 0.064, atom 46 (H): 0.039, atom 47 (C): -0.318, atom 48 (C): -0.017, atom 49 (C): -0.054, atom 50 (C): -0.065, atom 51 (C): -0.078, atom 52 (C): -0.059, atom 53 (O): -0.037, atom 54 (H): 0.020, atom 55 (H): 0.124, atom 56 (H): 0.124, atom 57 (H): 0.120, atom 58 (H): 0.111, atom 59 (H): 0.083, atom 60 (C): 0.018, atom 61 (C): -0.253, atom 62 (C): 0.067, atom 63 (C): -0.258, atom 64 (N): 0.007, atom 65 (N): 0.091, atom 66 (C): 0.008, atom 67 (H): 0.118, atom 68 (H): 0.104, atom 69 (H): 0.094, atom 70 (H): 0.141, atom 71 (H): 0.161, atom 72 (H): 0.076, atom 73 (H): 0.118, atom 74 (H): 0.094